65
Properties=species:S:1:pos:R:3 method="wB97M-V/def2-TZVPD" homo_ev="-10.29 / -10.33" e_above_lowest_kcal_mol=44.9 s_squared=8.75 multiplicity=6 lumo_energy_ev="-2.19 / -2.20" max_force_ev_per_a=2.52 total_charge=+1
Mn 0.04436 -0.20207 0.46825
N -0.31277 -0.56809 3.84743
O -0.57131 -1.60888 4.48841
O 0.09783 -0.66928 2.64394
O -0.64927 0.54745 4.27343
C 0.21227 1.53421 -3.49605
C -0.39545 0.37071 -2.74186
O -0.29302 0.19210 -1.52885
N -1.05769 -0.49087 -3.51791
C -1.85452 -1.61102 -3.08505
H -0.38554 1.99195 -4.28057
H 1.20105 1.30555 -3.90126
H 0.47173 2.31848 -2.78268
H -0.92506 -0.40870 -4.51285
H -2.70925 -1.30004 -2.47538
H -1.40446 -2.30025 -2.36676
H -2.29409 -2.16646 -3.90886
C -3.36461 0.56730 2.40683
C -2.69634 1.34055 1.28090
O -1.54750 1.11255 0.88849
N -3.34440 2.43564 0.88312
C -2.85632 3.38276 -0.10697
H -2.80894 -0.36003 2.52571
H -4.40343 0.40248 2.11740
H -3.32605 1.15791 3.31973
H -4.28221 2.56981 1.22279
H -2.90313 2.87064 -1.07004
H -1.81190 3.61019 0.10045
H -3.50823 4.24972 -0.06075
C 2.66362 3.27222 -0.30398
C 1.70563 2.70414 0.69483
O 1.31282 1.52982 0.58653
N 1.36722 3.29218 1.85211
C 1.92055 4.56631 2.34125
H 2.23134 4.00702 -0.98327
H 2.98047 2.36122 -0.80315
H 3.40182 3.84109 0.26257
H 0.78508 2.77729 2.49745
H 3.01408 4.56683 2.36239
H 1.62186 4.89488 3.33123
H 1.70709 5.32785 1.58867
C 3.92165 -2.28225 0.29011
C 2.81727 -1.68359 -0.52825
O 1.83081 -1.15627 -0.00052
N 2.79269 -1.90519 -1.85674
C 3.96972 -1.77788 -2.67311
H 3.58075 -2.46996 1.30391
H 4.80199 -1.64163 0.23612
H 4.16266 -3.24330 -0.16667
H 1.94766 -1.60384 -2.31945
H 3.75829 -1.33716 -3.64720
H 4.43003 -2.75292 -2.84680
H 4.72265 -1.09219 -2.27898
C -3.43637 -2.84880 0.41484
C -1.93388 -2.82035 0.59251
O -1.34562 -1.73846 0.48126
N -1.30369 -3.91460 1.00545
C 0.11865 -3.92694 1.34538
H -3.82307 -3.82140 0.71691
H -3.69377 -2.61843 -0.61800
H -3.88372 -2.07860 1.03972
H -1.78510 -4.79754 1.01155
H 0.38530 -4.97918 1.43570
H 0.16953 -3.52249 2.35825
H 0.76219 -3.40220 0.64636